Computed, not measured: 2 unconnected molecules or ions with the total composition C2H8N2O at a distorted geometry, with ωB97M-V/def2-TZVPD.

XYZ file:
```
13
Properties=species:S:1:pos:R:3
O -1.722 -2.477 -1.207
N -0.446 1.060 0.824
N 0.368 -1.621 -1.551
C -0.619 -2.271 -0.727
C 0.472 1.993 1.359
H 1.333 -1.893 -1.529
H -0.340 -2.638 0.261
H -0.064 0.534 0.157
H 1.240 1.477 1.946
H 0.913 2.602 0.517
H -0.010 -0.995 -2.216
H 0.105 2.756 2.019
H -1.231 1.472 0.148
```

Results
F_max   0.119 Eh/bohr
Total energy   -265.70885 hartree
LUMO level   0.83 eV
Energy relative to the best compared isomer or geometry (same formula, charge and spin)   46.6 kcal/mol

Here are the natural (NBO) charges for atoms 1 to 2, given in e:
1 O -0.565
2 N -0.821